{"formula": "C22H47IN3O5", "method": "wB97M-V/def2-TZVPD", "elements": ["C", "C", "C", "N", "C", "O", "C", "C", "C", "C", "N", "N", "C", "C", "O", "I", "H", "H", "H", "H", "H", "H", "H", "H", "H", "H", "H", "H", "H", "H", "H", "H", "H", "C", "C", "O", "C", "C", "H", "H", "H", "H", "H", "H", "H", "H", "H", "H", "C", "C", "O", "C", "C", "H", "H", "H", "H", "H", "H", "H", "H", "H", "H", "C", "C", "O", "C", "C", "H", "H", "H", "H", "H", "H", "H", "H", "H", "H"], "coordinates": [[8.1426, -3.5336, 0.0713], [7.8651, -2.4157, 0.3948], [7.5922, -1.0198, 0.8144], [7.6580, -0.0949, -0.3105], [6.5372, -0.1903, -1.2849], [5.3963, 0.4452, -0.8502], [4.4306, -0.4049, -0.2112], [2.9944, -0.1934, -0.7199], [2.3156, 0.9297, 0.1121], [8.6265, 0.7520, -0.4599], [9.6863, 0.7929, 0.4151], [8.6348, 1.6518, -1.5120], [7.6459, 2.7769, -1.3875], [7.2834, 3.1976, 0.0536], [6.1905, 3.0659, 0.4576], [8.7521, 4.0867, 1.3820], [8.6617, -4.4663, 0.0358], [8.2999, -0.7955, 1.6138], [6.6001, -1.0343, 1.2755], [6.8184, 0.2524, -2.2439], [6.4019, -1.2621, -1.4853], [4.4252, -0.1358, 0.8580], [4.6662, -1.4784, -0.2503], [2.9346, -0.0379, -1.8003], [2.4521, -1.1179, -0.4776], [2.3391, 0.6102, 1.1600], [1.2971, 1.0855, -0.2474], [2.9471, 1.8235, 0.0475], [9.9840, -0.1700, 0.5888], [10.4897, 1.2243, -0.0340], [9.5460, 2.0907, -1.5827], [6.7285, 2.4583, -1.8924], [8.0205, 3.6255, -1.9679], [-3.5631, 1.4356, -2.3210], [-2.8976, 0.2737, -1.6038], [-1.9528, 0.6717, -0.6250], [-2.4526, 1.4685, 0.4377], [-3.5441, 0.7935, 1.2476], [-2.8128, 2.0680, -2.7992], [-4.2493, 1.0657, -3.0840], [-4.1345, 2.0641, -1.6365], [-2.3497, -0.3229, -2.3353], [-3.6449, -0.3921, -1.1583], [-2.7930, 2.4373, 0.0566], [-1.6002, 1.6737, 1.0877], [-4.4238, 0.5734, 0.6438], [-3.8582, 1.4371, 2.0692], [-3.1833, -0.1514, 1.6613], [-2.1944, -3.2607, -0.2669], [-3.4016, -3.4921, -1.1612], [-3.4227, -4.7723, -1.7655], [-3.4537, -5.8814, -0.8840], [-4.6649, -5.9033, 0.0325], [-1.2704, -3.3977, -0.8325], [-2.2106, -2.2473, 0.1388], [-2.1708, -3.9555, 0.5740], [-3.3784, -2.7700, -1.9781], [-4.3351, -3.3133, -0.6158], [-2.5249, -5.9310, -0.3046], [-3.4703, -6.7683, -1.5182], [-4.6934, -5.0371, 0.6951], [-4.6519, -6.7995, 0.6541], [-5.5855, -5.8984, -0.5535], [-7.0737, 3.3054, 3.4244], [-6.5547, 3.5539, 2.0183], [-6.4791, 2.3844, 1.2216], [-7.6983, 1.6950, 0.9999], [-8.7567, 2.5300, 0.3005], [-6.4474, 2.5735, 3.9381], [-7.0714, 4.2334, 3.9975], [-8.0938, 2.9198, 3.4213], [-5.5374, 3.9438, 2.0791], [-7.1510, 4.3206, 1.5124], [-8.0808, 1.2894, 1.9428], [-7.4490, 0.8378, 0.3725], [-9.0477, 3.4003, 0.8900], [-9.6516, 1.9327, 0.1221], [-8.3827, 2.8934, -0.6583]], "atomic_forces_ev_per_a": [[0.694, -0.053, 0.576], [0.001, 0.767, -0.177], [-0.167, -1.562, 0.427], [-0.762, 0.075, -0.040], [-0.280, -0.173, -0.827], [0.085, -0.698, -0.131], [-1.015, -0.057, 0.718], [-0.094, 0.116, 1.050], [0.813, -0.499, -0.657], [1.052, 0.744, -0.253], [0.305, -1.638, -1.389], [-0.141, 1.210, 1.131], [-0.254, -0.407, -0.818], [0.270, 0.060, -0.341], [-0.689, -0.041, 0.298], [0.076, -0.148, -0.524], [-0.432, -0.186, -0.415], [-0.120, 0.417, -0.172], [0.032, 0.540, -0.209], [0.436, 0.078, 0.369], [-0.081, 0.131, 0.309], [0.072, -0.091, -0.199], [0.492, 0.288, -0.434], [0.169, 0.045, 0.144], [0.122, 0.070, -0.313], [-0.350, 0.121, -0.147], [0.110, 0.260, 0.272], [-0.465, 0.134, -0.080], [-0.024, 0.211, 0.696], [-0.097, 0.496, 0.419], [0.086, -0.267, -0.055], [-0.082, 0.173, 0.469], [0.175, -0.123, 0.296], [-0.012, 0.128, 0.116], [-0.158, 0.037, -0.084], [0.345, -0.102, -0.032], [-0.144, 0.061, 0.092], [0.017, -0.193, -0.067], [-0.006, -0.045, -0.030], [0.035, -0.016, -0.003], [-0.077, -0.061, -0.012], [0.149, -0.007, 0.130], [-0.072, 0.061, -0.005], [-0.077, -0.018, 0.007], [0.093, -0.067, -0.122], [-0.065, 0.142, 0.063], [-0.032, 0.001, -0.034], [0.051, 0.041, 0.021], [0.015, -0.063, 0.089], [0.063, 0.028, 0.127], [0.000, -0.012, -0.259], [-0.021, -0.030, 0.125], [-0.056, 0.119, 0.000], [-0.026, 0.040, -0.020], [0.013, 0.013, -0.062], [-0.049, 0.048, 0.038], [-0.035, -0.141, -0.111], [0.036, 0.008, 0.084], [-0.030, 0.016, 0.065], [0.023, 0.100, -0.114], [0.049, -0.051, 0.059], [0.007, -0.002, -0.026], [0.020, -0.037, -0.004], [-0.062, -0.118, -0.010], [-0.099, 0.074, 0.099], [0.223, -0.072, -0.117], [-0.145, 0.019, 0.024], [0.043, 0.125, -0.002], [0.015, 0.039, 0.001], [0.030, -0.007, -0.015], [-0.026, 0.078, 0.003], [0.037, -0.105, -0.115], [-0.053, 0.000, 0.038], [-0.051, 0.043, 0.005], [0.145, 0.038, 0.028], [-0.064, -0.055, 0.039], [0.024, -0.011, -0.001], [-0.009, -0.040, -0.002]], "total_charge": 1, "homo_lumo_gap_ev": 7.559, "homo_energy_ev": -10.78, "mol_weight_g_mol": 560.538, "e_above_lowest_kcal_mol": 16.5}